The following is a quantum chemistry calculation of a cluster of 8 separate species, C41H77Br15F2NO2S in total at a distorted geometry, from OMol25.

Last column: Mulliken charge in e.
CARTESIAN COORDINATES (ANGSTROEM)
C: 3.966 1.974 0.398  -0.702
C: 3.897 0.472 0.598  -0.060
C: 2.693 -0.301 1.394  -0.516
C: 2.336 -1.814 0.773  0.198
S: 2.047 -2.879 2.308  -0.087
N: 3.388 -2.328 -0.174  -0.411
C: 3.206 -3.742 -0.677  -0.209
C: 3.920 -3.783 -2.190  -0.920
C: 5.416 -3.098 -2.222  -0.490
C: 6.527 -4.208 -2.795  -0.259
F: 7.925 -3.854 -2.442  -0.329
C: 4.099 -4.764 0.233  -0.271
C: 3.398 -6.184 0.633  -0.014
O: 2.433 -6.348 1.580  -0.455
Br: 3.978 -7.924 -0.260  -0.093
C: 1.641 -4.152 -0.909  0.033
C: 1.391 -5.373 -1.990  -0.356
C: -0.211 -5.856 -1.999  -0.682
C: -0.575 -6.735 -0.664  -0.644
C: -1.570 -5.802 0.268  0.961
C: -2.901 -6.731 0.584  -0.887
C: -2.532 -7.830 1.773  -0.403
C: -2.901 -7.113 3.203  -0.631
C: -1.623 -6.453 3.994  0.121
O: -2.087 -5.274 4.768  -0.391
C: -1.171 -4.133 4.619  -0.220
C: 0.679 -2.815 -1.208  1.343
C: 0.653 -2.343 -2.768  -0.351
C: -0.670 -1.400 -3.169  -0.733
C: -2.098 -2.189 -3.043  -0.074
C: -3.252 -1.169 -2.392  -0.318
C: -3.142 -1.051 -0.752  -0.453
C: 0.963 -1.582 -0.132  -0.528
F: 1.202 -0.289 -0.875  -0.444
H: 3.097 2.714 0.669  0.135
H: 4.977 2.445 -0.029  0.161
H: 4.821 -0.125 0.161  0.148
H: 1.709 0.356 1.546  0.357
H: 3.096 -0.479 2.504  0.455
H: 0.954 -2.277 2.983  0.259
H: 4.309 -2.270 0.312  0.876
H: 3.327 -1.706 -1.037  0.861
H: 4.094 -4.929 -2.478  0.508
H: 3.239 -3.341 -3.030  0.302
H: 5.822 -2.751 -1.181  0.142
H: 5.383 -2.173 -2.974  0.391
H: 6.444 -4.356 -3.970  0.302
H: 6.331 -5.284 -2.319  0.199
H: 5.158 -5.041 -0.243  0.352
H: 4.376 -4.228 1.264  0.346
H: 1.204 -4.565 0.124  -0.301
H: 1.997 -6.354 -1.761  0.068
H: 1.632 -5.089 -3.105  0.408
H: -0.951 -4.983 -2.240  0.071
H: -0.286 -6.608 -2.923  0.410
H: 0.393 -7.091 -0.071  0.122
H: -1.092 -7.740 -1.040  0.537
H: -1.861 -4.777 -0.265  -0.346
H: -0.957 -5.504 1.221  -0.359
H: -3.141 -7.302 -0.433  0.380
H: -3.818 -6.053 0.852  0.344
H: -1.380 -8.114 1.689  0.196
H: -3.182 -8.787 1.555  0.369
H: -3.723 -6.279 3.022  0.246
H: -3.347 -7.951 3.907  0.293
H: -1.183 -7.311 4.688  0.274
H: -0.738 -6.108 3.306  -0.180
H: -1.767 -3.174 5.004  0.253
H: -0.824 -3.919 3.521  -0.082
H: -0.174 -4.230 5.265  0.243
H: -0.425 -3.193 -0.951  -1.005
H: 0.666 -3.196 -3.566  0.178
H: 1.597 -1.653 -3.010  0.178
H: -0.567 -1.038 -4.302  0.355
H: -0.746 -0.423 -2.530  0.253
H: -2.095 -3.131 -2.350  -0.005
H: -2.454 -2.440 -4.138  0.400
H: -3.302 -0.133 -2.943  -0.042
H: -4.286 -1.722 -2.609  0.334
H: -2.469 -1.869 -0.249  -0.028
H: -2.811 0.010 -0.366  0.043
H: -4.238 -1.222 -0.321  0.289
H: 0.006 -1.373 0.534  0.563
Br: 0.965 4.762 1.004  -0.139
C: 1.334 4.840 2.918  -0.339
C: 2.668 5.494 3.192  -0.615
Br: 4.143 4.272 2.821  -0.144
H: 1.265 3.817 3.299  0.144
H: 0.519 5.435 3.340  0.317
H: 2.765 5.742 4.252  0.409
H: 2.842 6.393 2.595  0.390
Br: 6.743 5.420 0.126  -0.132
C: 4.971 6.021 -0.424  -0.011
C: 5.001 7.458 -0.890  -0.709
Br: 5.097 8.688 0.621  -0.112
H: 4.299 5.852 0.422  -0.165
H: 4.687 5.355 -1.245  0.352
H: 4.072 7.715 -1.407  0.367
H: 5.849 7.685 -1.541  0.419
Br: -5.591 1.286 -1.009  -0.132
C: -4.530 2.894 -1.311  -0.604
C: -4.872 3.535 -2.636  -0.588
Br: -4.067 2.561 -4.121  -0.176
H: -3.479 2.604 -1.228  0.349
H: -4.783 3.562 -0.483  0.402
H: -4.453 4.543 -2.696  0.385
H: -5.947 3.581 -2.830  0.353
Br: -9.136 2.951 -4.774  -0.136
C: -8.628 3.345 -6.616  -0.558
C: -7.127 3.324 -6.785  -0.551
Br: -6.314 4.947 -6.071  -0.138
H: -9.081 4.306 -6.874  0.371
H: -9.094 2.556 -7.214  0.338
H: -6.858 3.315 -7.845  0.357
H: -6.645 2.480 -6.285  0.318
Br: -4.089 2.368 2.889  -0.133
C: -3.192 3.460 4.234  -0.343
C: -1.772 3.775 3.825  -0.680
Br: -0.602 2.239 4.097  -0.167
H: -3.261 2.920 5.182  0.432
H: -3.787 4.376 4.299  0.135
H: -1.355 4.565 4.455  0.375
H: -1.677 4.066 2.775  0.366
Br: -9.141 3.316 6.263  -0.134
C: -8.632 3.710 4.422  -0.597
C: -7.131 3.690 4.252  -0.528
Br: -6.318 5.313 4.967  -0.125
H: -9.086 4.671 4.164  0.383
H: -9.098 2.922 3.823  0.370
H: -6.863 3.681 3.193  0.280
H: -6.649 2.845 4.752  0.374
Br: 7.364 11.270 -2.148  -0.128
C: 8.084 12.613 -0.930  -0.572
C: 7.753 12.283 0.506  -0.569
Br: 5.895 12.708 0.919  -0.132
H: 7.691 13.581 -1.254  0.367
H: 9.165 12.593 -1.092  0.337
H: 8.344 12.898 1.190  0.341
H: 7.901 11.228 0.754  0.345

Properties
E_LUMO, eV: -3.3
Orbital gap, eV: 7.8
Net charge: +1
Molar mass, g mol⁻¹: 1884.7
HOMO energy, hartree: -0.4081


The following is a quantum chemistry calculation of a structure of composition C18H37OP3PtS at a distorted geometry, from OMol25.

Last column: Mulliken charge in e.
CARTESIAN COORDINATES (ANGSTROEM)
Pt: 0.077 0.102 1.125  0.945
P: -0.686 1.877 2.565  0.411
P: -2.084 -0.772 0.842  0.795
P: 2.293 0.847 1.202  1.003
H: 0.294 -2.167 -6.249  0.393
C: 1.341 -2.367 -5.998  -0.228
C: 1.712 -3.481 -5.363  -0.169
H: 0.978 -4.148 -4.913  0.334
C: -1.168 3.339 1.591  -1.318
C: -2.146 1.550 3.625  -1.081
C: 0.437 2.556 3.848  -1.276
C: -2.228 -2.137 -0.344  -1.086
C: -3.014 -1.404 2.295  -1.336
C: -3.143 0.529 0.105  -1.294
C: 3.526 0.279 -0.020  -1.337
C: 3.079 0.431 2.808  -1.287
C: 2.355 2.667 0.988  -1.353
H: 2.062 -1.622 -6.332  0.345
H: 2.747 -3.802 -5.328  0.337
H: -1.467 4.122 2.299  0.496
H: -2.010 3.106 0.925  0.354
H: -0.316 3.691 0.994  0.322
H: -2.344 2.456 4.216  0.552
H: -1.925 0.727 4.322  0.387
H: -3.044 1.316 3.038  0.299
H: -0.153 3.259 4.450  0.553
H: 1.293 3.106 3.444  0.345
H: 0.786 1.757 4.514  0.439
H: -3.274 -2.443 -0.484  0.602
H: -1.653 -2.991 0.031  0.423
H: -1.816 -1.842 -1.312  -0.027
H: -3.904 -0.795 2.521  0.432
H: -2.369 -1.449 3.183  0.336
H: -3.336 -2.429 2.065  0.491
H: -4.131 0.079 -0.072  0.520
H: -2.701 0.844 -0.854  0.335
H: -3.245 1.405 0.760  0.287
H: 4.426 0.909 0.036  0.536
H: 3.126 0.323 -1.036  0.336
H: 3.786 -0.765 0.183  0.455
H: 4.133 0.743 2.807  0.482
H: 3.027 -0.661 2.948  0.399
H: 2.557 0.912 3.646  0.293
H: 3.411 2.915 0.814  0.521
H: 1.972 3.241 1.840  0.265
H: 1.776 2.940 0.094  0.394
C: 0.735 -1.540 -2.048  1.432
C: 0.915 -0.308 -2.709  -0.340
C: 0.170 0.000 -3.839  -0.657
C: -0.798 -0.901 -4.306  -0.928
C: -0.898 -2.163 -3.703  -0.230
C: -0.043 -2.537 -2.682  -1.084
S: 1.331 -1.846 -0.494  0.263
H: -0.041 0.702 -0.424  0.063
H: 1.590 0.403 -2.226  0.206
H: 0.382 0.948 -4.337  0.609
H: -1.436 -0.689 -5.163  0.613
H: -1.610 -2.883 -4.105  0.416
H: -0.002 -3.550 -2.283  0.516
O: 0.388 -1.449 3.766  -0.322
C: 0.279 -0.941 2.734  -0.181

Properties
E_LUMO (alpha / beta), eV: -12.2 / -16.5
Orbital gap (alpha / beta), eV: 6.9 / 4.8
2S+1: 5
Net charge: +4
Molar mass, g mol⁻¹: 589.6
Energy relative to the best compared isomer or geometry (same formula, charge and spin), kcal/mol: 7.1
HOMO energy (alpha / beta), hartree: -0.7028 / -0.7828


Question: net charge of number 2 (C18H37OP3PtS)?
Answer: +4


Question: Which value of net charge does entry 1 give?
Answer: +1